1.
{"formula": "C8H16O2Si", "method": "ωB97M-V with the def2-TZVPD basis set", "species": ["C", "C", "C", "C", "C", "C", "C", "C", "O", "O", "Si", "H", "H", "H", "H", "H", "H", "H", "H", "H", "H", "H", "H", "H", "H", "H", "H"], "coordinates": [[0.648, -1.912, 1.260], [1.475, -0.771, 0.990], [0.793, 0.301, 0.036], [1.433, 1.656, 0.029], [2.876, -0.969, 2.864], [-1.215, -1.417, -1.846], [-1.466, 1.634, -1.614], [-1.971, 0.090, 0.977], [0.672, -2.658, 2.231], [2.654, -0.417, 1.527], [-0.956, 0.014, -0.620], [-0.163, -1.893, 0.475], [2.137, 1.786, 0.772], [0.793, 2.498, 0.006], [2.119, 1.705, -0.811], [2.271, -1.790, 3.168], [2.597, -0.038, 3.425], [3.882, -1.067, 3.064], [-1.711, -2.200, -1.321], [-1.798, -1.100, -2.739], [-0.329, -1.921, -2.292], [-2.345, 2.171, -1.187], [-0.664, 2.329, -1.469], [-1.689, 1.464, -2.636], [-2.397, 1.024, 1.267], [-2.779, -0.642, 0.954], [-1.257, -0.181, 1.754]], "forces_ev_per_angstrom": [[0.06, 1.59, -0.38], [-0.52, 1.25, -1.21], [0.79, -0.60, 0.65], [0.02, -1.51, -1.41], [-1.59, 3.42, 0.57], [0.71, 0.19, -0.76], [-0.43, -0.53, 2.01], [0.41, -1.43, -0.28], [-0.08, -1.02, 0.09], [-1.31, -1.54, -0.27], [-0.27, 2.22, -0.97], [0.32, -0.79, 0.68], [1.15, 0.16, 2.24], [-0.83, 0.68, -0.13], [-0.08, 0.23, -0.89], [-0.35, -0.57, -0.34], [0.01, -1.09, 0.34], [2.27, -0.61, -0.22], [-0.80, -0.78, 0.23], [0.06, -0.08, 0.84], [-0.14, 0.62, 0.57], [0.40, -0.67, -0.07], [0.55, 0.50, -0.46], [0.11, -0.13, -1.09], [-0.16, 0.88, -0.28], [-0.04, -0.14, 0.23], [-0.26, -0.23, 0.32]], "e_lumo_ev": [0.76, -1.69], "total_charge": 0, "multiplicity": 3, "mol_weight_g_mol": 172.30, "gap_ev": [7.5, 7.7]}

=====

2.
{"formula": "C40H60CrGeI2NO4P", "method": "ωB97M-V with the def2-TZVPD basis set", "species": ["Cr", "O", "C", "O", "C", "C", "C", "C", "C", "N", "C", "O", "O", "H", "H", "H", "H", "C", "C", "C", "C", "C", "C", "C", "C", "C", "C", "C", "C", "C", "C", "C", "C", "C", "C", "C", "C", "C", "P", "C", "C", "C", "C", "C", "C", "C", "C", "H", "H", "H", "H", "H", "H", "H", "H", "H", "H", "H", "H", "H", "H", "H", "H", "H", "H", "H", "H", "H", "H", "H", "H", "H", "H", "H", "H", "H", "H", "H", "H", "H", "H", "H", "H", "H", "H", "H", "H", "H", "H", "H", "H", "H", "I", "I", "C", "Ge", "C", "C", "C", "H", "H", "H", "H", "H", "H", "H", "H", "H", "H", "H"], "coordinates": [[0.226, 0.306, 0.628], [-1.303, 2.963, -2.157], [-0.659, 2.021, -1.479], [-1.092, 1.605, -0.384], [0.536, 1.468, -2.017], [1.176, 1.722, -3.237], [2.246, 0.937, -3.593], [2.645, -0.137, -2.769], [2.000, -0.301, -1.574], [1.026, 0.527, -1.172], [2.179, -1.439, -0.589], [2.998, -2.314, -0.743], [1.313, -1.342, 0.400], [-2.041, 3.267, -1.614], [0.806, 2.514, -3.876], [2.765, 1.118, -4.525], [3.428, -0.826, -3.053], [-2.934, 1.676, -5.102], [-2.452, 0.228, -5.030], [-3.325, -0.661, -5.925], [-2.424, -0.337, -3.626], [-3.173, 0.182, -2.586], [-3.213, -0.434, -1.342], [-4.280, 0.039, -0.360], [-5.639, -0.569, -0.737], [-4.433, 1.560, -0.262], [-2.423, -1.579, -1.083], [-1.676, -2.150, -2.149], [-1.706, -1.497, -3.380], [-0.957, -3.519, -2.174], [0.318, -3.488, -3.032], [-0.576, -4.161, -0.833], [-2.789, -2.394, 0.136], [-3.725, -3.384, -0.212], [-4.240, -4.294, 0.687], [-3.824, -4.230, 2.005], [-2.925, -3.250, 2.374], [-2.388, -2.305, 1.486], [-1.179, -1.123, 2.299], [-2.263, -0.077, 3.474], [-1.336, 0.552, 4.525], [-2.884, 1.065, 2.635], [-3.413, -0.800, 4.178], [-0.080, -2.244, 3.419], [1.125, -1.359, 3.826], [0.415, -3.449, 2.606], [-0.685, -2.815, 4.713], [-2.800, 2.057, -6.117], [-2.373, 2.316, -4.418], [-3.997, 1.751, -4.859], [-1.430, 0.195, -5.418], [-4.357, -0.662, -5.562], [-2.970, -1.693, -5.933], [-3.324, -0.291, -6.953], [-3.795, 1.051, -2.763], [-4.017, -0.342, 0.622], [-5.920, -0.276, -1.752], [-6.412, -0.215, -0.050], [-5.611, -1.657, -0.687], [-4.823, 1.982, -1.192], [-3.484, 2.034, -0.027], [-5.146, 1.811, 0.527], [-1.174, -1.940, -4.214], [-1.652, -4.190, -2.691], [1.072, -2.859, -2.573], [0.157, -3.130, -4.047], [0.732, -4.495, -3.099], [-0.145, -3.417, -0.168], [0.186, -4.925, -1.001], [-1.415, -4.637, -0.331], [-4.028, -3.440, -1.251], [-4.945, -5.048, 0.360], [-4.191, -4.935, 2.741], [-2.620, -3.212, 3.406], [-0.540, 1.132, 4.060], [-0.880, -0.184, 5.185], [-1.927, 1.230, 5.148], [-2.390, 1.202, 1.675], [-2.813, 2.013, 3.175], [-3.941, 0.876, 2.449], [-3.081, -1.567, 4.877], [-4.104, -1.251, 3.468], [-3.971, -0.054, 4.753], [1.234, -0.487, 3.187], [2.051, -1.932, 3.753], [1.036, -0.997, 4.853], [1.046, -3.144, 1.778], [-0.407, -4.054, 2.219], [1.014, -4.083, 3.267], [-1.253, -2.094, 5.295], [0.149, -3.144, 5.338], [-1.304, -3.696, 4.540], [3.200, 0.771, 1.484], [5.135, 2.101, 3.036], [-0.523, 4.788, 0.273], [0.886, 3.778, 1.226], [2.503, 3.981, 0.120], [1.200, 4.784, 2.898], [0.246, 2.027, 1.877], [-0.439, 5.837, 0.569], [-1.528, 4.446, 0.540], [-0.407, 4.740, -0.812], [2.518, 5.026, -0.206], [2.512, 3.345, -0.768], [3.410, 3.790, 0.693], [1.499, 5.811, 2.668], [1.988, 4.322, 3.497], [0.286, 4.819, 3.495], [-0.770, 2.265, 2.209], [0.836, 1.825, 2.775]], "forces_ev_per_angstrom": [[-0.49, 0.08, -0.17], [0.17, 0.09, -0.29], [-0.59, 0.07, 0.43], [-0.10, -0.04, -0.24], [0.64, -0.40, -0.22], [-0.30, 0.15, 0.09], [0.19, -0.14, -0.05], [-0.09, 0.18, -0.08], [0.03, -0.32, 0.16], [-0.18, 0.33, -0.30], [-0.24, 0.07, 0.19], [-0.06, -0.01, -0.07], [0.48, -0.15, -0.01], [-0.15, 0.01, 0.08], [0.03, -0.05, 0.00], [-0.04, 0.00, 0.00], [-0.01, -0.02, 0.01], [0.11, -0.02, -0.01], [-0.15, 0.05, -0.02], [0.04, 0.02, -0.06], [0.01, -0.02, 0.09], [-0.02, 0.07, -0.10], [0.03, -0.12, 0.18], [-0.05, 0.04, -0.10], [0.06, -0.02, 0.04], [0.04, -0.09, -0.07], [-0.21, 0.06, -0.16], [0.07, 0.03, 0.06], [0.15, 0.06, 0.00], [0.04, 0.01, 0.10], [-0.08, -0.03, -0.13], [-0.09, 0.15, -0.04], [-0.02, -0.23, -0.09], [0.10, 0.01, 0.00], [0.02, -0.03, 0.02], [0.00, -0.04, 0.01], [0.00, 0.07, 0.02], [0.06, 0.00, 0.05], [-0.48, -0.37, 0.15], [0.14, 0.07, -0.18], [0.08, 0.00, 0.05], [-0.13, -0.13, -0.05], [0.04, 0.03, 0.06], [-0.02, 0.12, -0.11], [-0.04, -0.03, 0.01], [0.03, 0.04, -0.06], [-0.03, -0.05, 0.06], [-0.04, 0.01, 0.03], [-0.06, -0.01, -0.04], [0.04, 0.02, -0.01], [0.06, -0.02, 0.01], [0.04, 0.00, -0.01], [-0.02, 0.04, 0.01], [-0.01, -0.02, 0.05], [0.03, -0.03, 0.04], [0.02, 0.01, 0.16], [0.01, 0.00, 0.03], [0.02, -0.03, -0.04], [-0.04, 0.00, -0.04], [0.01, -0.01, 0.04], [0.05, 0.09, -0.01], [0.03, -0.01, -0.04], [-0.10, 0.14, 0.07], [-0.08, -0.04, 0.07], [0.18, 0.12, 0.12], [0.08, -0.14, 0.06], [-0.02, 0.02, 0.00], [0.07, 0.07, 0.08], [-0.05, 0.02, -0.01], [-0.04, 0.05, 0.06], [0.01, 0.01, 0.02], [0.00, 0.02, -0.01], [0.00, 0.03, 0.00], [-0.11, 0.01, -0.07], [-0.09, -0.07, 0.10], [-0.07, 0.08, -0.01], [-0.02, 0.00, -0.03], [-0.08, 0.02, -0.02], [-0.02, -0.03, 0.01], [0.03, -0.04, -0.03], [-0.07, 0.03, -0.04], [-0.02, 0.00, -0.01], [0.02, -0.02, -0.01], [0.10, 0.01, -0.01], [-0.01, -0.02, -0.01], [-0.02, -0.04, -0.09], [0.04, 0.06, -0.11], [0.02, 0.03, 0.05], [-0.03, 0.05, 0.00], [0.06, -0.05, 0.02], [0.01, -0.01, -0.03], [0.08, 0.04, 0.05], [1.14, 0.37, 0.68], [-0.49, -0.35, -0.49], [-0.05, -0.01, 0.02], [0.02, 0.05, 0.40], [-0.11, 0.02, 0.01], [0.06, 0.13, -0.20], [0.32, 0.12, -0.02], [-0.01, -0.04, -0.03], [0.07, -0.01, 0.01], [0.04, 0.04, 0.12], [0.01, -0.06, -0.02], [-0.03, -0.01, 0.05], [-0.05, -0.01, -0.02], [-0.01, -0.07, 0.06], [-0.03, -0.02, -0.05], [0.03, -0.03, -0.03], [0.09, -0.09, -0.13], [0.00, 0.04, -0.04]], "e_lumo_ev": [-1.65, -1.49], "total_charge": 0, "relative_energy_kcal_mol": 0.0, "multiplicity": 5, "mol_weight_g_mol": 1028.31, "gap_ev": [4.4, 7.0]}

=====

Going through the records in order, we get electronic energy values of -754.2385, -5974.0925 a.u..